Entry 1:
The following is a DFT calculation (ωB97M-V/def2-TZVPD) of a 7-piece molecular cluster, C4H24N2O6 overall in a non-equilibrium geometry.

```
36
Properties=species:S:1:pos:R:3:nbo_charge:R:1
C -1.24840 -1.72596 -1.82866 -0.23
N 0.00374 -1.32280 -2.51389 -0.89
C -1.87665 -0.48794 -1.18402 -0.41
C -0.99162 0.03354 0.04256 -0.39
C -1.37109 -0.39380 1.46648 -0.24
N -0.20049 -0.44625 2.27581 -0.87
H -1.06145 -2.54866 -1.16269 0.16
H -2.03295 -2.12431 -2.48441 0.20
H 0.26903 -1.89302 -3.29626 0.39
H 0.58684 -0.88497 -1.82943 0.36
H -2.87703 -0.76354 -0.76987 0.20
H -1.78011 0.14344 -2.08159 0.23
H -1.06142 1.10838 0.00926 0.22
H -0.00882 -0.26468 -0.31399 0.15
H -2.16956 0.36918 1.75583 0.19
H -2.02050 -1.28452 1.24497 0.20
H -0.38492 -0.70877 3.24320 0.37
H 0.27378 0.44634 2.45909 0.38
H 2.57194 -0.87875 2.54963 0.48
H 1.73486 -0.76167 1.31282 0.48
O 2.58638 -1.06902 1.62488 -0.97
H 0.37471 -3.76702 1.09850 0.47
H -0.71339 -2.80381 0.82847 0.46
O -0.58155 -3.72393 1.15709 -0.93
H 1.57881 1.30089 -0.54681 0.48
H 2.51468 2.21388 -0.17903 0.48
O 1.57523 2.16579 -0.11767 -0.96
H 2.41214 -0.48602 -0.13204 0.46
H 3.78726 -0.25719 -0.11548 0.49
O 3.04378 -0.04615 -0.67202 -0.95
H -1.06610 3.99665 1.96659 0.47
H -0.10211 3.05092 1.44582 0.48
O -0.59239 3.18094 2.27354 -0.95
H -0.35610 2.86795 -2.92717 0.47
H -0.03954 4.09774 -2.07837 0.47
O -0.77702 3.66713 -2.52115 -0.94
```

HOMO level in Ha: -0.3354
Structure (SMILES): NCCCCN.O.O.O.O.O.O
Orbital gap in eV: 9.458
E in Ha: -727.66686
ΔE to the lowest compared entry with this formula, charge and spin in eV: 2.6986
Total charge: 0


Entry 2:
The following is a DFT calculation (ωB97M-V/def2-TZVPD) of C7H12Br6NaO3 as an isolated structure in a non-equilibrium geometry.

```
29
Properties=species:S:1:pos:R:3:nbo_charge:R:1
Na -28.45723 17.25128 29.58014 0.87
C -27.27739 16.43563 27.16708 0.92
O -26.70988 16.28515 26.04731 -0.84
O -28.60170 16.43176 27.27156 -1.01
O -26.60178 16.62948 28.27806 -0.98
Br -29.32914 19.95851 29.05754 -0.03
C -28.34613 20.82100 27.63303 -0.44
C -28.07368 19.79105 26.54748 -0.43
Br -27.15016 20.75228 25.11161 -0.05
H -27.44597 21.31291 27.98511 0.23
H -28.98559 21.59899 27.21857 0.21
H -28.98467 19.37384 26.13895 0.24
H -27.40025 18.99552 26.86255 0.28
Br -30.02479 17.51815 31.96776 -0.01
C -31.88628 18.07093 31.93835 -0.44
C -32.70879 17.34162 32.98219 -0.45
Br -32.74764 15.42848 32.64474 0.01
H -32.27701 17.88654 30.94040 0.24
H -31.89247 19.14732 32.09463 0.23
H -33.74049 17.66910 32.89547 0.23
H -32.29896 17.50110 33.97314 0.22
Br -29.33032 14.43859 29.93568 -0.04
C -29.47637 13.64450 28.18315 -0.48
C -30.79000 12.92429 27.99670 -0.43
Br -32.29554 14.15975 27.89348 -0.04
H -28.63582 12.96315 28.05210 0.23
H -29.29199 14.46317 27.47570 0.32
H -30.99390 12.28655 28.85412 0.21
H -30.78377 12.30232 27.10606 0.22
```

HOMO level in Ha: -0.0941
Orbital gap in eV: 4.343
E in Ha: -16106.13742
ΔE to the lowest compared entry with this formula, charge and spin in eV: 0.0000
Total charge: -1


Entry 3:
The following is a DFT calculation (ωB97M-V/def2-TZVPD) of C33H90B2F8O13V2 as an isolated structure in a non-equilibrium geometry.

```
148
Properties=species:S:1:pos:R:3:mulliken_spin:R:1
V -2.21436 0.29573 -1.39879 2.86
V 0.09864 0.58944 0.85392 2.77
O -1.54135 -0.58747 0.45152 -0.01
H -1.54178 -1.42540 0.95393 0.05
O -0.63815 1.58707 -0.89481 -0.10
H -0.92274 2.49765 -1.10550 0.04
B -3.79017 2.57622 0.31684 0.02
F -3.27855 3.45270 -0.59308 0.00
F -5.13053 2.84417 0.33633 0.00
F -3.56283 1.31669 -0.13883 0.03
F -3.26328 2.76667 1.59746 0.00
B 1.94974 -1.33096 -1.00868 0.04
F 1.73954 -0.42482 -0.02529 -0.02
F 0.78907 -2.10182 -1.19782 0.03
F 2.36244 -0.62788 -2.15381 0.00
F 2.94659 -2.16857 -0.58768 0.00
C 0.55895 2.21926 -4.39657 0.00
C 1.69883 2.63588 -3.42431 0.00
C 2.56195 3.81008 -3.96611 0.00
O 1.18322 3.14292 -2.23598 -0.01
H -0.17280 1.65558 -3.81787 0.03
H 0.90924 1.77031 -5.32600 0.00
H -0.04017 3.04079 -4.78929 0.00
H 2.43629 1.85020 -3.26008 0.00
H 3.17931 3.43807 -4.78377 0.00
H 3.19248 4.26214 -3.20049 0.00
H 1.87080 4.53151 -4.40194 0.00
H 0.53157 2.54523 -1.86221 0.03
C -5.52330 -2.38162 2.74025 0.00
C -4.38542 -1.36703 2.52841 0.00
C -3.46729 -1.26273 3.76515 0.00
O -3.72045 -1.79207 1.37693 -0.01
H -5.12092 -3.34553 3.05179 0.00
H -6.17870 -2.52471 1.88114 0.00
H -6.18083 -1.95798 3.49940 0.00
H -4.76676 -0.35386 2.40125 0.00
H -2.90737 -0.33557 3.88741 0.00
H -2.73979 -2.07205 3.82727 0.00
H -4.18199 -1.31566 4.58643 0.00
H -3.02403 -1.20567 1.07238 0.01
C 0.02631 -1.63096 -4.70705 0.00
C -1.34285 -1.55126 -4.01523 0.06
C -1.96067 -2.96140 -3.91037 0.00
O -1.04023 -1.16740 -2.68600 0.04
H 0.42143 -0.61871 -4.79265 0.00
H 0.02495 -2.05038 -5.71313 0.00
H 0.77960 -2.20113 -4.16340 0.00
H -2.05587 -0.86312 -4.46927 -0.06
H -2.77496 -2.95027 -3.18586 0.00
H -1.19235 -3.68221 -3.63070 0.00
H -2.38846 -3.21853 -4.87939 0.00
H -0.39963 -1.81319 -2.37913 0.00
C -1.73833 -4.29905 -0.37394 0.00
C -3.21092 -4.71935 -0.61558 0.00
C -3.73987 -5.67871 0.42357 0.00
O -4.09420 -3.59904 -0.58302 0.00
H -1.17378 -5.22260 -0.50227 0.00
H -1.68249 -3.91358 0.64410 0.00
H -1.30907 -3.56652 -1.05747 0.01
H -3.30953 -5.26158 -1.55598 0.00
H -4.73179 -6.08411 0.22393 0.00
H -3.79204 -5.19420 1.39856 0.00
H -3.14269 -6.59010 0.45262 0.00
H -3.91818 -3.01218 0.15604 0.01
C 2.36700 6.72005 0.87315 0.00
C 1.53199 5.85860 -0.11996 0.00
C 1.48642 6.48988 -1.51165 0.00
O 2.21634 4.59169 -0.09410 0.00
H 3.36321 6.92697 0.48219 0.00
H 2.46963 6.23148 1.84210 0.00
H 1.95498 7.72151 0.99735 0.00
H 0.49359 5.80036 0.20627 0.00
H 2.51214 6.47564 -1.88017 0.00
H 1.13861 7.52258 -1.48624 0.00
H 0.80396 5.94004 -2.15976 0.00
H 1.88185 4.09944 -0.84736 0.00
C -4.31533 1.47256 -4.85115 0.00
C -2.98432 2.02950 -4.29020 0.00
C -2.85284 3.59633 -4.51084 0.00
O -2.96942 1.69141 -2.92499 0.05
H -5.15592 2.01066 -4.41304 0.00
H -4.35910 0.38595 -4.77731 0.00
H -4.41802 1.68880 -5.91454 0.00
H -2.16856 1.42563 -4.68765 -0.01
H -2.62131 3.79011 -5.55819 0.00
H -2.09360 4.04950 -3.87342 0.00
H -3.78448 4.14358 -4.36712 0.00
H -3.39131 2.50388 -2.63603 0.01
C -0.44987 4.17133 3.07188 0.00
C -0.58791 2.71383 3.48736 0.01
C -1.63176 2.43047 4.68226 0.00
O -0.92457 1.87411 2.46050 0.02
H -0.20786 4.71182 3.98698 0.00
H -1.36637 4.55226 2.62132 0.00
H 0.38432 4.36964 2.39889 0.00
H 0.36270 2.35442 3.88139 -0.01
H -1.67937 1.35659 4.86281 0.00
H -2.63179 2.71388 4.35406 0.00
H -1.34718 3.06044 5.52503 0.00
H -1.81142 2.23867 2.41364 0.00
C 5.12530 -3.51110 1.58568 0.00
C 4.63239 -2.39263 2.49462 0.00
C 5.54371 -1.12129 2.44942 0.00
O 3.29959 -1.97897 2.08787 0.00
H 5.82332 -4.13823 2.14028 0.00
H 5.53600 -3.19170 0.62786 0.00
H 4.34604 -4.22080 1.30785 0.00
H 4.57588 -2.79665 3.50540 0.00
H 5.26604 -0.38510 3.20376 0.00
H 5.47264 -0.60069 1.49442 0.00
H 6.58622 -1.38597 2.62615 0.00
H 3.23244 -1.80199 1.14672 0.00
C 0.16642 -2.78526 3.07271 -0.02
C 0.19705 -1.34196 3.46303 0.03
C 0.87395 -1.02828 4.78883 0.00
O 0.89838 -0.70385 2.45644 0.05
H -0.45582 -3.37814 3.74309 0.00
H 1.12608 -3.29325 3.16811 0.00
H -0.23188 -2.88729 2.06323 0.01
H -0.79071 -0.88291 3.42167 0.00
H 0.77034 0.03704 4.99486 0.00
H 1.89322 -1.40402 4.69931 0.00
H 0.37395 -1.47994 5.64563 0.00
H 1.77787 -1.06186 2.59762 0.01
C 4.02086 1.85600 0.83750 0.00
C 2.93778 1.92391 1.89442 0.03
C 3.11598 3.09336 2.86424 0.00
O 1.66709 2.10528 1.26270 -0.01
H 3.99845 2.83297 0.35465 0.00
H 3.81367 1.11121 0.06910 0.00
H 5.00055 1.71110 1.29279 0.00
H 2.91324 1.00152 2.47468 -0.02
H 2.60123 3.99892 2.54317 0.00
H 4.18208 3.24157 3.03619 0.00
H 2.74962 2.79504 3.84653 0.00
H 1.73174 2.99304 0.90311 0.02
C 1.69325 -5.05079 0.22128 0.00
C 2.45431 -5.56027 -0.98988 0.00
C 1.65371 -5.70887 -2.25832 0.00
O 3.40481 -4.56065 -1.23196 0.00
H 1.23218 -4.09766 -0.03763 0.00
H 2.37221 -4.87400 1.05547 0.00
H 0.90745 -5.75012 0.50686 0.00
H 2.91760 -6.50964 -0.72124 0.00
H 0.77098 -6.31451 -2.05318 0.00
H 2.21648 -6.18656 -3.06032 0.00
H 1.33620 -4.71255 -2.56595 0.00
H 3.08627 -3.71437 -0.90954 0.00
```

HOMO level (spin up / spin down) in Ha: -0.2758 / -0.3449
Orbital gap (spin up / spin down) in eV: 7.858 / 9.723
E in Ha: -5026.69841
2S+1: 7
ΔE to the lowest compared entry with this formula, charge and spin in eV: 0.6039
Total charge: 0


Entry 4:
The following is a DFT calculation (ωB97M-V/def2-TZVPD) of a 2-piece molecular cluster, C2H4IN2 overall in a non-equilibrium geometry.

```
9
Properties=species:S:1:pos:R:3:nbo_charge:R:1
C -0.34466 1.27784 0.22461 0.21
C -1.78936 -0.65761 -0.05379 0.74
N -1.08407 0.35441 -0.12875 -0.44
N -2.27823 -1.74177 0.08983 -0.48
I 3.96179 0.61641 -0.66279 -0.11
H 0.46929 0.98745 1.10528 0.25
H -0.47565 2.22246 -0.20986 0.23
H 4.57283 -0.71503 -0.03258 0.12
H -3.03194 -2.34416 -0.33196 0.49
```

HOMO level in Ha: -0.4728
Orbital gap in eV: 6.255
E in Ha: -485.43936
ΔE to the lowest compared entry with this formula, charge and spin in eV: 2.1668
Total charge: +1